1.
This record from the OMol25 dataset describes a single C3H7NO2S molecule in a non-equilibrium geometry. The level of theory is the ωB97M-V functional and the def2-TZVPD basis.

LUMO level = 0.843 eV
energy = -721.85750 a.u.
orbital gap = 10.0 eV
energy above the lowest of the compared OMol25 structures with the same formula, charge and spin = 65.98 kcal/mol

Each line ends with the Löwdin charge.
Cartesian coordinates (Å):
N: -0.25682 -0.54775 0.04739  -0.1126
H: 3.15030 -1.04737 -0.42331  0.0691
C: -2.31358 0.58381 -0.77118  -0.0993
O: 0.51852 1.16387 1.76148  -0.4399
H: -3.13624 0.29347 -1.39912  0.0755
S: 0.54114 1.02952 0.30932  0.8677
C: 2.54949 -0.64504 0.38217  -0.1209
O: 2.02247 0.62478 -0.15729  -0.4320
H: 3.12486 -0.43949 1.36533  0.1103
H: 1.72144 -1.42682 0.58004  0.0848
C: -1.46886 -0.51152 -0.38097  -0.2945
H: -2.71882 0.93366 0.14203  0.0813
H: -1.97856 -1.45592 -0.19521  0.1125
H: -1.75537 1.44481 -1.26069  0.0978

2.
This record from the OMol25 dataset describes C2H4Au as an isolated structure in a non-equilibrium geometry. The level of theory is the ωB97M-V functional and the def2-TZVPD basis.

spin multiplicity = 3
net charge = +1
LUMO level (spin up / spin down) = -6.236 / -9.318 eV
energy = -213.73811 a.u.
⟨S²⟩ = 2.051
orbital gap (spin up / spin down) = 7.4 / 6.3 eV
energy above the lowest of the compared OMol25 structures with the same formula, charge and spin = 1.25 kcal/mol

Each line ends with the Löwdin charge.
Cartesian coordinates (Å):
H: -0.93410 -0.83874 1.17820  0.0756
Au: 0.48097 -2.32720 -0.38777  1.1170
C: -0.26074 -0.79619 0.30716  -0.3651
H: 1.13558 0.60685 -0.55742  0.0573
C: 0.20837 0.46602 0.01484  -0.1755
H: 0.06266 1.29179 0.72840  0.0806
H: -0.69273 1.59747 -1.28341  0.2101